# 1
The following is a quantum chemistry calculation of one molecule with the formula C6H8, from the OMol25 dataset.

```
14
Properties=species:S:1:pos:R:3:forces:R:3
C -1.61417 1.20833 -0.52180 0.0 -0.1 -0.4
C 0.52678 0.37069 -1.16833 0.0 0.0 0.0
C 1.03856 0.39197 0.23764 0.0 0.1 0.0
C 0.79444 -0.93132 0.94248 -0.1 -0.1 0.1
C -0.70980 0.80285 -1.54685 0.0 0.0 0.1
C -0.27601 -1.15118 1.69650 0.1 0.0 -0.1
H 1.53343 -1.71751 0.78979 -0.1 0.1 0.0
H -2.64373 1.10502 -0.92044 0.1 0.0 0.1
H -0.43998 -2.10372 2.19325 0.1 0.1 -0.1
H 2.11438 0.60656 0.22496 -0.1 0.0 0.0
H 1.17228 -0.09092 -1.92004 -0.1 0.1 0.1
H -0.97052 0.70410 -2.60587 0.0 0.0 0.2
H -1.03260 -0.37729 1.82435 0.1 -0.1 0.0
H 0.50694 1.18243 0.77437 0.1 -0.1 -0.1
```
Forces are in eV/Å.

The value obtained for the electronic energy is -233.2363 Eh. For the relative energy (zero: lowest compared OMol25 entry of this formula, charge and spin), the calculation gives 4.101 eV. The orbital gap (alpha / beta) comes out at 7.51 / 7.49 eV. Its spin multiplicity is 1. Its LUMO energy (alpha / beta) is -0.79 / -0.78 eV.



# 2
The following is a quantum chemistry calculation of one molecule with the formula C6H8, from the OMol25 dataset.

```
14
Properties=species:S:1:pos:R:3:forces:R:3
C -0.29628 1.16368 0.82667 -0.2 0.1 -0.1
C -0.51742 -0.19301 -1.06158 -0.1 0.1 -0.1
C -0.70921 1.15834 -0.44483 0.2 0.1 0.1
C -0.06950 -0.24103 1.35141 0.0 0.0 0.0
C 0.97668 -0.49882 -0.97523 0.2 -0.1 -0.1
C 0.03557 -1.02514 0.06563 0.0 -0.2 0.1
H 1.52915 -1.23881 -1.53756 -0.4 -0.1 -0.4
H -0.98579 2.03573 -1.02241 0.1 -0.1 0.1
H -1.20086 -0.58789 -1.81106 0.4 0.1 0.1
H -0.12198 -2.09939 0.04506 0.0 0.2 0.1
H 0.81882 -0.37467 1.97765 -0.1 0.2 0.0
H -0.07228 2.05031 1.40854 -0.4 0.0 0.0
H 1.55539 0.39640 -0.76974 0.1 -0.3 0.2
H -0.94227 -0.54571 1.94745 0.2 0.0 0.0
```
Forces are in eV/Å.

As for the SMILES: C1=C[C@H]2C[C@H]2C1. The value obtained for the electronic energy is -233.3618 Eh. For the relative energy (zero: lowest compared OMol25 entry of this formula, charge and spin), the calculation gives 0.685 eV. The orbital gap comes out at 10.12 eV. Its spin multiplicity is 1. Its LUMO energy is 1.25 eV.



# 3
The following is a quantum chemistry calculation of a 2-piece molecular cluster, C6H8 overall, from the OMol25 dataset.

```
14
Properties=species:S:1:pos:R:3:forces:R:3
C 1.96122 0.08109 -0.18342 -4.2 -0.5 0.6
C -0.71683 1.01057 -0.82710 -1.2 1.4 0.3
C -0.29090 -0.13004 -0.02508 3.1 -0.7 -1.4
C 3.13830 0.07940 0.05331 -1.2 -0.1 -0.2
C -0.75156 -1.56659 -0.06343 -0.3 0.0 -1.2
C -0.94731 1.01259 0.69552 2.0 0.8 1.9
H -1.95796 0.88393 1.16068 1.0 -0.2 -0.7
H 0.09883 1.65056 -1.07986 0.2 0.3 -0.4
H -1.67421 -1.23351 0.45832 -0.5 -1.6 -0.6
H -0.22053 -2.25147 0.61301 -0.1 0.5 -0.2
H -0.88712 -2.13398 -1.13542 0.3 1.9 2.7
H 4.05726 -0.15244 0.43304 2.0 -0.1 0.4
H -1.59456 1.14251 -1.49707 0.7 -0.9 0.5
H -0.21462 1.60737 1.39749 -1.7 -1.0 -1.7
```
Forces are in eV/Å.

The value obtained for the electronic energy is -233.1567 Eh. For the relative energy (zero: lowest compared OMol25 entry of this formula, charge and spin), the calculation gives 6.267 eV. The orbital gap comes out at 9.37 eV. Its spin multiplicity is 1. Its LUMO energy is -0.10 eV.



# 4
The following is a quantum chemistry calculation of one molecule with the formula C6H8, from the OMol25 dataset.

```
14
Properties=species:S:1:pos:R:3:forces:R:3
C 0.42140 -0.99796 0.34050 0.1 -0.1 0.1
C 1.26684 0.11786 -0.25777 0.1 0.1 0.1
C -0.72849 -0.66323 -0.58799 -0.2 -0.1 -0.1
C -1.07466 1.07701 1.06610 0.3 -0.2 0.3
C -0.87005 -0.39997 0.87236 -0.2 0.0 0.0
C -0.01087 0.65861 -0.95336 0.0 0.0 -0.1
H 1.79478 0.78215 0.43479 0.0 -0.1 -0.2
H -1.33979 -1.29988 -1.21641 0.1 0.1 0.1
H 1.96585 -0.27096 -1.00601 -0.1 0.1 0.1
H 0.06557 1.01937 -1.98103 0.0 -0.1 0.1
H -1.49687 -1.03818 1.49120 0.0 0.0 -0.2
H -0.57330 1.49526 -0.41200 0.1 0.1 -0.2
H -0.16925 1.50619 1.55793 -0.2 -0.1 -0.2
H 0.74883 -1.98629 0.65169 0.0 0.2 -0.1
```
Forces are in eV/Å.

The value obtained for the electronic energy is -233.1915 Eh. For the relative energy (zero: lowest compared OMol25 entry of this formula, charge and spin), the calculation gives 5.320 eV. The orbital gap comes out at 8.43 eV. Its spin multiplicity is 1. Its LUMO energy is 0.13 eV.